Entry A
Computed, not measured: a cluster of 3 separate species, C5H15NO2 in total, with ωB97M-V/def2-TZVPD.

Summary:
HOMO ... -8.7082 eV
Spin multiplicity ... 1
Net charge ... 0
HOMO-LUMO gap ... 9.5 eV

CARTESIAN COORDINATES (ANGSTROEM)
C (0.669, -2.602, -1.047)
C (1.334, -1.275, -0.936)
C (0.568, -0.163, -0.966)
C (1.332, 1.163, -0.805)
N (0.686, 2.104, 0.145)
C (-0.748, 2.431, -0.059)
H (0.689, -3.199, -0.065)
H (1.243, -3.181, -1.854)
H (-0.417, -2.562, -1.134)
H (2.368, -1.334, -0.585)
H (-0.421, -0.170, -1.365)
H (1.661, 1.731, -1.683)
H (2.253, 0.827, -0.268)
H (1.172, 3.004, -0.037)
H (-1.149, 2.434, 0.997)
H (-1.388, 1.790, -0.654)
H (-0.847, 3.530, -0.361)
O (-2.794, -1.254, 0.948)
H (-2.584, -2.085, 1.373)
H (-2.824, -0.735, 1.724)
O (-0.077, -0.295, 1.919)
H (0.189, -0.142, 1.030)
H (-0.733, 0.419, 2.091)

Entry B
Computed, not measured: a cluster of 3 separate species, C5H15NO2 in total, with ωB97M-V/def2-TZVPD.

Summary:
HOMO ... -9.4329 eV
Spin multiplicity ... 1
Net charge ... 0
HOMO-LUMO gap ... 9.9 eV

CARTESIAN COORDINATES (ANGSTROEM)
C (-0.454, -1.398, -0.833)
C (-1.247, -0.484, -0.261)
C (-2.584, -0.246, -0.911)
C (-0.948, 0.372, 0.952)
C (0.213, 1.345, 0.780)
N (0.439, 2.240, 1.897)
H (-0.837, -1.939, -1.682)
H (0.609, -1.423, -0.628)
H (-2.651, 0.604, -1.585)
H (-3.444, -0.171, -0.221)
H (-2.981, -1.087, -1.491)
H (-0.694, -0.334, 1.746)
H (-1.855, 0.932, 1.178)
H (1.120, 0.763, 0.555)
H (0.206, 1.902, -0.163)
H (-0.395, 2.442, 2.444)
H (1.030, 1.805, 2.593)
O (2.508, -0.349, -2.609)
H (1.730, -0.915, -2.545)
H (2.868, -0.239, -1.730)
O (2.738, -1.438, 0.638)
H (1.894, -1.846, 0.899)
H (2.734, -0.535, 0.976)

Which structure is most stable? entry B, by 24.4 kcal/mol over the runner-up.

Entry A
Computed, not measured: the ion C4H9N2 with charge +1, with ωB97M-V/def2-TZVPD.

Summary:
HOMO (alpha / beta) ... -15.6156 / -14.6187 eV
Spin multiplicity ... 1
Net charge ... +1
HOMO-LUMO gap (alpha / beta) ... 9.8 / 9.2 eV

CARTESIAN COORDINATES (ANGSTROEM)
C (0.170, 0.398, 0.034)
C (1.775, -0.725, 1.234)
C (-1.829, 0.010, -1.337)
C (-0.840, 1.032, -0.730)
N (1.628, 0.564, 1.912)
N (0.875, -0.669, 0.112)
H (2.814, -0.814, 0.881)
H (1.552, -1.605, 1.857)
H (-2.202, -0.673, -0.577)
H (-1.360, -0.559, -2.135)
H (-2.675, 0.554, -1.746)
H (-1.390, 1.745, -0.100)
H (-0.357, 1.628, -1.520)
H (1.001, 0.535, 2.712)
H (0.839, -1.422, -0.598)

Entry B
Computed, not measured: the ion C4H9N2 with charge +1, with ωB97M-V/def2-TZVPD.

Summary:
HOMO ... -15.1041 eV
Spin multiplicity ... 1
Net charge ... +1
HOMO-LUMO gap ... 9.8 eV

CARTESIAN COORDINATES (ANGSTROEM)
C (2.515, -0.106, -1.188)
N (1.708, -0.609, -0.235)
N (0.564, -0.319, 0.055)
C (-0.634, -0.133, 0.399)
C (-1.040, 1.049, 1.504)
C (-1.850, -0.849, -0.225)
H (2.606, -0.813, -1.923)
H (3.394, 0.103, -0.574)
H (2.122, 0.735, -1.814)
H (-0.735, 2.009, 0.961)
H (-0.343, 0.838, 2.330)
H (-2.074, 0.950, 1.714)
H (-2.498, -0.064, -0.478)
H (-2.285, -1.379, 0.592)
H (-1.449, -1.414, -1.117)

Which structure is most stable? entry B, by 26.1 kcal/mol over the runner-up.

Entry A
Computed, not measured: the ion C4H9N2 with charge +1, with ωB97M-V/def2-TZVPD.

Summary:
HOMO ... -13.4746 eV
Spin multiplicity ... 1
Net charge ... +1
HOMO-LUMO gap ... 7.9 eV

CARTESIAN COORDINATES (ANGSTROEM)
C (0.203, 2.195, -0.368)
N (0.798, 1.121, 0.023)
C (0.557, -0.222, -0.209)
C (1.567, -1.052, 0.169)
N (-0.645, -0.685, -0.705)
C (-1.726, -0.844, 0.334)
H (0.536, 3.164, -0.011)
H (-0.672, 2.260, -0.966)
H (1.520, 1.158, 0.694)
H (2.467, -0.737, 0.694)
H (1.670, -2.104, -0.247)
H (-0.485, -1.583, -1.228)
H (-1.747, 0.144, 0.752)
H (-2.722, -1.210, 0.038)
H (-1.319, -1.606, 1.031)

Entry B
Computed, not measured: the ion C4H9N2 with charge +1, with ωB97M-V/def2-TZVPD.

Summary:
HOMO ... -14.9327 eV
Spin multiplicity ... 1
Net charge ... +1
HOMO-LUMO gap ... 11.5 eV

CARTESIAN COORDINATES (ANGSTROEM)
C (1.928, 0.565, -1.528)
N (0.633, 0.943, -0.989)
C (-0.144, -0.005, -0.548)
N (-0.270, -1.237, -0.151)
C (-1.389, -0.416, 0.561)
C (-1.286, -0.125, 1.957)
H (1.909, 0.885, -2.620)
H (2.730, 1.043, -0.996)
H (2.013, -0.513, -1.487)
H (0.231, 1.858, -0.982)
H (-0.224, -2.279, -0.208)
H (-2.371, -0.544, 0.233)
H (-1.415, 0.965, 2.103)
H (-0.323, -0.410, 2.214)
H (-2.023, -0.730, 2.441)

Which structure is most stable? entry A, by 10.6 kcal/mol over the runner-up.

Entry A
Computed, not measured: the ion C4H9N2 with charge +1, with ωB97M-V/def2-TZVPD.

Summary:
HOMO ... -13.4715 eV
Spin multiplicity ... 1
Net charge ... +1
HOMO-LUMO gap ... 9.6 eV

CARTESIAN COORDINATES (ANGSTROEM)
C (-1.349, -1.370, 2.177)
N (-0.860, -0.654, 1.067)
C (0.035, -1.160, 0.332)
C (0.678, -0.282, -0.647)
C (0.219, 0.929, -0.931)
N (0.954, 1.990, -1.629)
H (-0.979, -0.749, 3.015)
H (-2.449, -1.359, 1.973)
H (-0.931, -2.432, 2.245)
H (0.353, -2.133, 0.562)
H (1.660, -0.674, -1.082)
H (-0.904, 1.230, -0.572)
H (0.921, 2.851, -1.121)
H (0.521, 2.323, -2.587)
H (1.911, 1.736, -1.622)

Entry B
Computed, not measured: a structure of composition C4H9N2, with ωB97M-V/def2-TZVPD.

Summary:
HOMO ... -14.4290 eV
Spin multiplicity ... 1
Net charge ... +1
HOMO-LUMO gap ... 8.0 eV

CARTESIAN COORDINATES (ANGSTROEM)
C (2.794, 0.185, -0.140)
C (0.617, -0.654, -0.189)
C (-0.634, -0.125, 0.006)
C (-1.946, -0.565, 0.142)
N (1.702, -0.112, 0.441)
N (-0.514, 1.800, 0.268)
H (3.665, 0.433, 0.392)
H (2.841, 0.373, -1.235)
H (0.695, -1.772, -0.362)
H (0.790, -0.476, -1.264)
H (-2.405, -0.657, 1.102)
H (-2.061, -1.479, -0.432)
H (-2.675, 0.174, -0.145)
H (-1.087, 1.747, 1.095)
H (0.499, 1.965, 0.245)

Which structure is most stable? entry A, by 82.5 kcal/mol over the runner-up.

Entry A
Computed, not measured: a structure of composition C4H9N2, with ωB97M-V/def2-TZVPD.

Summary:
HOMO ... -14.0358 eV
Spin multiplicity ... 1
Net charge ... +1
HOMO-LUMO gap ... 9.4 eV

CARTESIAN COORDINATES (ANGSTROEM)
C (-0.434, 1.615, 0.456)
C (-1.207, 0.954, -0.509)
C (-1.086, -0.275, -0.981)
C (-0.795, -1.178, -1.859)
N (1.049, -1.166, 1.085)
N (0.631, 1.158, 0.955)
H (-1.983, 1.710, -0.971)
H (-0.684, 2.675, 0.620)
H (-1.327, -2.054, -2.176)
H (0.752, -1.656, 0.336)
H (0.172, -0.926, -2.445)
H (2.129, -1.219, 1.203)
H (0.662, -1.444, 2.002)
H (1.327, 1.750, 1.381)
H (0.794, 0.056, 0.904)

Entry B
Computed, not measured: a cluster of 2 separate species, C4H9N2 in total, with ωB97M-V/def2-TZVPD.

Summary:
HOMO ... -14.5456 eV
Spin multiplicity ... 1
Net charge ... +1
HOMO-LUMO gap ... 10.0 eV

CARTESIAN COORDINATES (ANGSTROEM)
C (1.416, -1.047, 0.423)
C (2.168, -1.048, 1.505)
C (-0.874, 0.873, -0.831)
C (-2.117, 1.718, -0.691)
N (-0.184, 0.475, 0.116)
N (0.955, -1.893, -0.458)
H (2.267, -0.228, 2.123)
H (2.808, -1.890, 1.882)
H (-0.413, 0.794, -1.863)
H (-2.923, 1.055, -0.461)
H (-2.297, 2.292, -1.510)
H (-1.948, 2.133, 0.212)
H (-0.384, 0.820, 1.095)
H (1.518, -1.888, -1.289)
H (0.010, -2.166, -0.254)

Which structure is most stable? entry A, by 17.7 kcal/mol over the runner-up.

Entry A
Computed, not measured: a structure of composition C4H9N, with ωB97M-V/def2-TZVPD.

Summary:
HOMO ... -6.1713 eV
Spin multiplicity ... 1
Net charge ... 0
HOMO-LUMO gap ... 4.0 eV

CARTESIAN COORDINATES (ANGSTROEM)
C (1.517, -0.693, -0.594)
C (1.403, 0.322, 0.574)
C (0.086, 1.128, 0.633)
C (-1.003, -0.633, 0.040)
N (-1.189, 0.504, 0.648)
H (0.091, -1.029, -0.457)
H (2.241, -1.493, -0.347)
H (1.993, -0.134, -1.436)
H (1.770, -0.269, 1.477)
H (2.250, 1.054, 0.482)
H (0.149, 2.106, 1.158)
H (-3.709, 0.493, -0.684)
H (-1.858, -1.331, -0.232)
H (-3.740, -0.023, -1.262)

Entry B
Computed, not measured: the molecule C4H9N, with ωB97M-V/def2-TZVPD.

Summary:
HOMO ... -8.6058 eV
Spin multiplicity ... 1
Net charge ... 0
HOMO-LUMO gap ... 9.8 eV

CARTESIAN COORDINATES (ANGSTROEM)
C (-1.364, 1.011, 0.662)
N (-0.669, -0.100, 0.015)
C (0.222, 0.152, -1.153)
C (1.363, -0.666, -0.474)
C (0.418, -0.626, 0.829)
H (-1.531, 0.809, 1.858)
H (-0.720, 1.901, 0.719)
H (-2.398, 1.230, 0.167)
H (0.572, 1.206, -1.297)
H (0.047, -0.135, -2.267)
H (1.467, -1.606, -1.045)
H (2.327, -0.243, -0.385)
H (0.865, 0.041, 1.702)
H (0.217, -1.728, 1.259)

Which structure is most stable? entry B, by 139.2 kcal/mol over the runner-up.